Entry 1:
A molecular structure, C21H19N8O2PSn at a distorted geometry. Source: the Open Molecules 2025 dataset; level of theory: wB97M-V/def2-TZVPD.

Summary:
Electronic energy, eV: -53201.0371
Lowest unoccupied orbital energy (alpha / beta), eV: -7.691 / -8.367
HOMO-LUMO gap (alpha / beta), eV: 5.80 / 5.10
Net charge: +2

Each line ends with the natural charge from an NBO analysis.
CARTESIAN COORDINATES (ANGSTROEM)
C (4.125835, 2.111158, 3.022720)  -0.148
C (3.217943, 0.382789, 1.574099)  0.067
C (4.262434, 0.867905, 2.385754)  -0.174
C (-1.615855, -3.527636, 0.187930)  -0.063
H (-0.405175, 0.895009, -5.295917)  0.256
O (0.910468, -3.017036, -1.915720)  -0.337
H (-4.073499, 3.073225, 1.507526)  0.249
C (-1.522811, 0.094574, -2.405608)  0.088
C (5.147554, 2.596195, 3.806019)  -0.146
C (-2.553478, -1.783921, -0.669311)  0.068
H (-4.689953, 1.531066, 0.895942)  0.231
N (8.224737, 2.809524, 5.362481)  -0.218
H (-5.223199, -3.730885, -1.236376)  0.249
C (2.414101, 0.172470, 0.680847)  -0.503
C (-4.775858, -2.740909, -1.298914)  -0.417
N (-1.432287, -2.221308, -0.107488)  -0.533
N (-3.452507, -2.787978, -0.739841)  -0.293
H (5.522428, -0.854902, 2.074898)  0.232
H (-4.047748, 2.746574, -0.232566)  0.230
C (-1.705134, 2.149006, 1.833264)  -0.035
Sn (0.722012, -1.016492, -0.249916)  1.662
C (-0.582562, 1.394941, 1.644850)  -0.051
C (7.391181, 2.383416, 4.705281)  0.235
H (-3.383225, -4.829060, -0.144300)  0.253
O (3.018365, -3.475345, -2.135401)  -0.173
H (-3.597865, -0.248194, -4.290117)  0.227
N (-1.727260, 0.467071, -3.684579)  -0.291
C (-3.928754, 2.299590, 0.755501)  -0.418
C (6.321704, 1.846010, 3.950588)  -0.113
C (0.421351, 0.293208, -3.325888)  -0.061
H (5.070750, 3.564540, 4.278296)  0.246
C (-2.874313, -3.889226, -0.202053)  -0.032
H (-3.544814, 1.482487, -3.890872)  0.235
H (3.221657, 2.687392, 2.890900)  0.225
N (-2.608627, 1.746214, 0.907538)  -0.288
H (0.352128, 1.399845, 2.168168)  0.252
C (-0.512984, 0.599965, -4.272840)  -0.031
P (-2.890919, -0.071692, -1.203476)  0.799
N (-0.801794, 0.543847, 0.615162)  -0.569
N (1.873027, -3.571742, -2.328421)  0.582
H (-1.919807, 2.922180, 2.542121)  0.253
H (-0.855091, -4.109329, 0.667975)  0.241
C (6.447581, 0.588359, 3.350489)  -0.157
H (-4.743812, -2.444606, -2.347849)  0.224
H (-2.820559, 0.890311, -5.392665)  0.251
H (7.354264, 0.016971, 3.488068)  0.249
H (-5.402666, -2.039958, -0.747733)  0.233
N (-0.217120, -0.017849, -2.171839)  -0.563
H (1.489887, 0.289645, -3.395744)  0.245
C (5.431737, 0.108369, 2.553796)  -0.130
C (-2.992655, 0.657930, -4.343194)  -0.418
C (-2.038812, 0.766281, 0.178414)  0.083

Force components x, y, z for each atom (eV/Å):
-0.044 -0.273 -0.031
-0.064 0.172 -0.613
0.473 0.042 0.654
-0.105 -0.393 0.060
0.040 0.060 -0.217
-1.274 0.875 0.603
0.029 -0.076 -0.068
-0.554 -0.006 0.309
0.338 -0.064 -0.123
-0.139 0.440 -0.111
0.073 0.059 0.013
0.468 0.244 0.239
0.057 0.069 0.018
-1.773 -1.151 -0.956
-0.877 0.143 -0.343
0.623 0.635 -0.193
0.650 0.125 0.204
0.000 -0.034 -0.050
0.020 -0.018 0.095
0.444 0.012 0.277
-0.618 1.806 0.406
0.080 0.217 0.306
0.129 -0.019 0.352
-0.122 -0.190 0.037
0.315 0.234 0.243
0.089 0.061 0.000
0.593 -0.166 0.492
-0.855 0.280 -0.188
-0.729 -0.295 -0.513
0.207 0.088 -0.447
-0.003 0.006 0.043
0.340 -0.347 0.202
0.058 -0.047 -0.036
-0.036 0.009 -0.025
0.523 -0.321 -0.052
0.163 0.095 0.137
0.539 -0.034 -0.075
0.376 -0.141 0.154
0.441 -0.708 -0.414
0.924 -1.054 -0.846
-0.047 0.147 0.131
0.092 -0.221 0.054
0.111 0.290 -0.023
0.019 -0.039 0.067
0.055 -0.012 0.107
0.020 0.009 0.014
0.024 -0.049 -0.018
0.308 -0.588 0.914
0.227 0.028 -0.132
-0.329 0.132 0.098
-0.903 0.176 -0.346
-0.374 -0.209 -0.407

---

Entry 2:
A molecular structure, C21H20AgN2O4P. Source: the Open Molecules 2025 dataset; level of theory: wB97M-V/def2-TZVPD.

Summary:
Electronic energy, eV: -46559.7715
Lowest unoccupied orbital energy, eV: 0.188
HOMO-LUMO gap, eV: 8.27

Each line ends with the natural charge from an NBO analysis.
CARTESIAN COORDINATES (ANGSTROEM)
H (1.633216, 1.186789, -4.425834)  0.214
C (3.058815, 0.878482, -2.854523)  -0.208
H (-3.240181, -1.710883, -3.339025)  0.214
H (2.439110, -5.880259, 0.574130)  0.180
C (-0.594886, 2.281223, 0.676835)  -0.367
C (-3.216353, 0.977752, -0.576055)  -0.235
H (3.916188, 0.959879, -3.510382)  0.214
H (-0.320962, 1.020311, -2.943886)  0.220
O (-0.269213, 0.808706, 3.566723)  -0.778
O (-0.396182, -3.439580, 1.708194)  -0.648
C (-3.238311, -0.950828, -2.568285)  -0.211
H (-5.334004, -0.525015, -2.751073)  0.215
C (0.845641, 0.666045, -1.172899)  -0.249
N (1.961064, -2.098712, 1.904232)  -0.677
C (-4.398032, 0.667758, -1.233840)  -0.193
H (-1.534370, 5.424910, -0.180674)  0.213
H (-1.153719, -1.187779, -2.164784)  0.216
H (-5.310817, 1.178059, -0.955075)  0.215
P (-0.508598, 0.573896, 0.047479)  0.752
Ag (-0.269183, -1.030341, 2.067862)  0.840
C (-0.116222, 2.529801, 1.966865)  -0.065
H (-3.222313, 1.722179, 0.209160)  0.230
H (4.236444, 0.598115, -1.082496)  0.213
H (1.488761, -7.176545, 1.315439)  0.219
O (0.617301, -5.375995, 1.462778)  -0.488
H (2.455198, -1.825808, 2.744753)  0.393
C (-1.144518, 4.615284, 0.422508)  -0.232
H (2.374607, -6.052822, 2.361539)  0.186
H (2.718582, -4.009975, 1.611840)  0.387
H (2.370135, -1.655918, 1.089936)  0.383
H (-1.443634, 3.143867, -1.102161)  0.214
C (-4.411879, -0.289089, -2.236082)  -0.211
H (2.271341, 0.456500, 0.415529)  0.251
C (-0.182992, 3.820577, 2.480671)  -0.195
C (-2.029418, 0.333601, -0.917958)  -0.262
C (-1.091334, 3.332610, -0.094849)  -0.186
O (1.689645, 1.117870, 2.503075)  -0.744
H (-0.743247, 5.853591, 2.130261)  0.212
C (3.238015, 0.664754, -1.495591)  -0.200
C (2.138773, 0.553302, -0.657593)  -0.252
C (1.813680, -6.146821, 1.429535)  -0.274
N (1.877934, -3.480058, 1.764961)  -0.498
C (-0.696479, 4.853448, 1.718218)  -0.187
C (0.674225, 0.907296, -2.532677)  -0.227
C (-2.058653, -0.649366, -1.908070)  -0.226
C (0.506038, 1.397712, 2.767670)  0.736
C (1.777498, 1.004381, -3.368559)  -0.212
C (0.646633, -4.049944, 1.647719)  0.891
H (0.176653, 4.007040, 3.484460)  0.220

Force components x, y, z for each atom (eV/Å):
0.000 0.006 -0.003
0.029 -0.002 -0.030
-0.012 0.001 -0.004
-0.011 0.013 0.007
0.030 0.001 0.009
0.010 0.000 -0.015
-0.001 0.002 0.002
0.014 0.005 -0.007
-0.065 -0.277 0.084
-0.063 0.008 0.077
0.009 -0.031 -0.022
-0.001 -0.003 0.003
0.056 0.013 -0.003
0.042 0.111 0.071
-0.013 0.024 0.025
0.003 0.012 0.009
-0.005 0.007 0.011
-0.009 0.001 -0.011
-0.059 -0.133 0.325
-0.114 0.125 -0.379
0.056 0.048 -0.055
0.009 0.005 0.009
0.009 -0.001 0.000
0.031 0.014 0.003
-0.031 -0.035 -0.018
-0.020 0.017 -0.010
0.003 -0.025 -0.010
-0.007 0.006 -0.008
-0.038 0.006 0.003
0.003 -0.035 0.020
-0.006 -0.003 -0.009
-0.022 -0.008 -0.017
0.001 0.012 0.020
0.036 -0.028 0.034
-0.006 -0.031 -0.055
0.031 0.019 0.065
0.100 -0.071 -0.024
-0.001 0.007 -0.005
0.000 -0.012 0.036
-0.012 0.047 -0.038
0.021 -0.059 0.001
0.251 0.004 0.002
-0.026 0.028 -0.059
-0.026 -0.020 0.026
-0.024 -0.013 0.001
-0.018 0.203 -0.021
-0.023 0.006 -0.054
-0.135 0.026 0.009
0.002 0.009 0.005

---

Entry 3:
A molecular structure, C21H20AuN3O2S3Si at a distorted geometry. Source: the Open Molecules 2025 dataset; level of theory: wB97M-V/def2-TZVPD.

Summary:
Electronic energy, eV: -74738.9979
Lowest unoccupied orbital energy (alpha / beta), eV: -0.490 / -3.060
HOMO-LUMO gap (alpha / beta), eV: 7.41 / 5.59
Multiplicity: 3
<S²>: 2.052

Each line ends with the natural charge from an NBO analysis.
CARTESIAN COORDINATES (ANGSTROEM)
C (-3.844541, -3.511736, -2.273523)  -0.230
C (-1.877432, -6.548616, -1.383331)  -0.178
H (1.438409, 1.045888, 1.598050)  0.223
C (0.942452, 7.051235, 0.552887)  -0.238
H (1.353652, 9.164369, 1.057793)  0.226
S (0.635313, 2.425728, -0.829677)  0.504
C (-2.835389, -2.556027, -2.199026)  0.121
C (-3.590395, -4.836130, -1.922588)  -0.119
H (-4.314711, -5.579621, -1.715156)  0.216
H (-2.632638, -7.375954, -1.440207)  0.217
H (-4.864090, -3.091582, -2.381464)  0.253
N (-1.616433, -2.872915, -1.872564)  -0.463
H (-0.382705, -7.946022, -1.006291)  0.218
C (0.736856, 8.118353, 2.754185)  -0.188
N (-0.306061, 3.685695, 1.063437)  -0.170
H (1.092684, -3.913575, 0.738667)  0.263
C (0.436623, -5.910786, -1.385413)  -0.218
S (-1.454174, 1.438550, 0.925851)  0.219
C (1.493428, 0.041392, 2.011132)  -1.126
H (2.588038, -1.849435, -1.258100)  0.244
Si (1.303999, -1.208207, 0.607481)  1.259
C (0.720882, 5.881238, 1.251131)  0.177
C (-2.215846, -5.194758, -1.682495)  -0.111
C (-0.547472, -6.902996, -1.217959)  -0.204
H (2.564462, -0.092201, 2.269951)  0.234
N (0.581911, 4.469067, 0.526075)  -0.162
C (1.330809, -2.974718, 1.253584)  -1.145
H (2.825055, -0.169510, -1.319144)  0.264
C (0.958596, 8.141332, 1.388353)  -0.199
C (-0.245405, 2.430292, 0.656394)  -0.309
H (0.505433, 6.801880, 4.424136)  0.221
H (0.499913, 4.870729, 3.150181)  0.237
Au (-0.649589, -0.853947, -0.691357)  0.651
C (0.543791, 6.914962, 3.381525)  -0.195
H (1.202345, 6.973640, -0.539415)  0.270
H (3.692150, -1.111493, -0.148025)  0.244
H (1.427852, -6.213613, -1.446902)  0.211
C (0.143938, -4.598483, -1.648421)  -0.188
C (-3.101401, -1.075821, -2.569575)  0.750
C (2.686597, -1.016211, -0.568423)  -1.188
H (0.901613, -3.897625, -1.832536)  0.219
H (0.902959, 0.031593, 2.950301)  0.252
H (0.868838, -3.068316, 2.229143)  0.243
C (-1.272594, -4.190625, -1.678281)  0.156
H (2.435108, -3.112278, 1.422978)  0.230
S (2.507625, 4.670313, -1.307961)  -0.014
H (0.779688, 9.045255, 3.337817)  0.225
C (0.547964, 5.793352, 2.638725)  -0.221
O (-2.134338, -0.354689, -2.293857)  -0.814
C (1.367063, 3.882944, -0.433849)  -0.222
O (-4.130836, -0.849916, -3.144238)  -0.644

Force components x, y, z for each atom (eV/Å):
-1.880 -1.400 0.897
0.729 -0.784 -0.461
0.045 -0.002 -0.026
0.357 -1.534 -0.722
-0.990 -1.616 -0.171
1.329 -2.310 -0.828
0.345 -0.008 -0.115
1.641 2.171 -0.088
-0.894 -0.450 -0.260
0.544 1.145 0.279
0.700 -0.586 -0.303
1.265 -0.565 0.410
0.675 -0.055 -0.033
0.014 0.630 0.117
-0.025 1.282 2.401
-0.385 0.736 -0.510
-0.936 0.562 -0.438
-2.039 -2.862 0.972
0.760 -0.232 0.417
0.004 -0.507 -0.088
-1.807 -0.047 0.239
-0.537 -3.075 -0.694
-2.161 -1.080 0.332
-2.094 0.536 -0.059
-0.369 0.107 0.223
0.122 2.123 2.111
1.662 -0.489 0.441
-0.761 -0.554 1.309
1.365 3.654 -0.355
-0.129 2.036 -2.506
-0.265 0.187 1.286
-0.253 -1.024 0.030
-0.229 0.193 -0.393
0.198 0.772 -0.032
-0.436 0.609 1.426
-0.086 -0.156 0.372
1.797 -0.461 0.169
-2.884 -0.744 0.772
0.325 -2.260 0.395
1.523 0.929 -2.068
0.832 0.959 -0.160
0.185 -0.330 -0.740
-0.150 0.205 0.298
2.463 0.496 -0.664
-0.617 0.101 0.221
0.375 -0.199 0.124
0.046 -0.376 -0.383
0.298 -0.786 -1.811
1.413 2.239 0.762
0.436 2.185 -1.377
-1.518 0.635 -0.722

---

> Which of these has the highest electronic energy?

C21H20AgN2O4P

---

> electronic energy of number 3 (C21H20AuN3O2S3Si)?

-74738.9979 eV

---

> Number 3 is which compound?

C21H20AuN3O2S3Si